Entry i
# C3H11N2O

2 unconnected molecules or ions with the total composition C3H11N2O (wB97M-V/def2-TZVPD, the Open Molecules 2025 dataset).

Geometry as XYZ:
```
17
C3H11N2O wB97M-V/def2-TZVPD
C -2.47 0.33 -0.98
C -1.34 -0.08 -0.11
C -0.15 0.57 -0.18
N 0.94 0.21 0.73
N -1.63 -1.04 0.85
H -3.32 0.64 -0.36
H -2.28 1.19 -1.61
H -2.77 -0.52 -1.60
H -0.07 1.47 -0.74
H 0.91 0.80 1.56
H 0.92 -0.78 0.95
H 1.93 0.28 0.39
H -2.47 -1.57 0.79
H -0.87 -1.64 1.12
H 4.02 -0.73 -0.31
H 3.93 0.66 -1.03
O 3.58 0.13 -0.28
```

The total charge is +1.

Entry ii
# C3H11N2O

A molecular structure, C3H11N2O (wB97M-V/def2-TZVPD, the Open Molecules 2025 dataset).

Geometry as XYZ:
```
17
C3H11N2O wB97M-V/def2-TZVPD
C 0.25 1.33 0.42
C 0.66 -1.05 0.81
C 0.89 -0.09 -1.51
N -2.14 -0.17 0.25
N 0.26 -0.02 -0.15
O -1.33 -0.51 -0.60
H -0.77 1.76 0.35
H 0.71 1.14 1.43
H 0.78 2.12 -0.14
H 0.41 -2.10 0.50
H 1.73 -1.10 0.99
H 0.16 -0.93 1.84
H 0.49 0.61 -2.33
H 1.99 0.15 -1.40
H 0.72 -1.21 -1.77
H -2.44 0.83 0.24
H -2.38 -0.76 1.06
```

The total charge is +1.

Energy above the most stable structure, in kJ/mol: entry i 0.0; entry ii 440.3

Entry i
# C3H11N2O

2 unconnected molecules or ions with the total composition C3H11N2O (wB97M-V/def2-TZVPD, the Open Molecules 2025 dataset).

Geometry as XYZ:
```
17
C3H11N2O wB97M-V/def2-TZVPD
C -0.20 -0.73 1.29
C -0.51 1.55 0.50
C 1.06 0.34 -0.44
N -1.13 -0.28 -0.98
N -0.29 0.14 0.09
O 1.03 -1.92 -1.13
H -1.14 -1.09 1.60
H 0.58 -1.56 1.40
H -0.04 -0.12 2.09
H -1.44 1.59 0.92
H 0.16 1.96 1.15
H -0.79 2.16 -0.36
H 1.22 0.87 -1.45
H 2.03 0.25 0.19
H -0.90 0.11 -1.88
H -0.93 -1.27 -0.95
H 1.30 -1.99 -2.05
```

The total charge is +1.

Entry ii
# C3H11N2O

2 unconnected molecules or ions with the total composition C3H11N2O (wB97M-V/def2-TZVPD, the Open Molecules 2025 dataset).

Geometry as XYZ:
```
17
C3H11N2O wB97M-V/def2-TZVPD
O 0.66 -1.87 -1.95
C -0.05 -2.63 -1.33
H 0.23 -3.07 -0.37
H -1.04 -2.90 -1.74
N 0.76 0.84 -1.17
C 0.66 1.00 0.35
C -0.74 0.68 0.83
N -0.80 1.04 2.24
H 0.54 -0.14 -1.40
H 0.15 1.50 -1.65
H 1.73 0.99 -1.45
H 1.40 0.31 0.74
H 0.89 2.04 0.56
H -1.50 1.25 0.31
H -0.95 -0.39 0.63
H -1.74 0.92 2.59
H -0.21 0.42 2.79
```

The total charge is +1.

Entry iii
# C3H11N2O

2 unconnected molecules or ions with the total composition C3H11N2O (wB97M-V/def2-TZVPD, the Open Molecules 2025 dataset).

Geometry as XYZ:
```
17
C3H11N2O wB97M-V/def2-TZVPD
C 1.82 2.61 -0.09
C 0.38 2.23 -0.51
N -0.97 -1.10 -1.26
C -0.87 0.03 -0.58
N 0.22 0.76 -0.62
H 1.99 2.35 0.95
H 1.89 3.69 -0.13
H 2.55 2.20 -0.79
H -0.05 2.76 -1.37
H -0.34 2.42 0.30
H -1.31 -1.93 -0.80
H -0.64 -1.16 -2.21
H -1.73 0.51 -0.09
H 1.11 0.30 -0.43
H -1.42 -5.77 3.05
H -1.67 -4.85 1.96
O -0.96 -5.04 2.60
```

The total charge is +1.

Entry iv
# C3H11N2O

A molecular structure, C3H11N2O (wB97M-V/def2-TZVPD, the Open Molecules 2025 dataset).

Geometry as XYZ:
```
17
C3H11N2O wB97M-V/def2-TZVPD
C 0.09 1.99 -0.66
N -1.09 2.31 0.15
H 0.97 1.66 -0.10
H 0.17 2.33 -1.68
H -1.91 2.32 -0.46
H -1.30 1.51 0.76
C 0.86 -1.06 0.69
O 0.99 -2.36 1.25
C -0.44 -0.86 -0.08
N -0.33 0.13 -1.18
H 0.94 -0.35 1.52
H 1.74 -0.83 0.06
H 1.29 -2.94 0.55
H -0.81 -1.83 -0.44
H -1.22 -0.47 0.59
H -1.27 0.24 -1.59
H 0.34 -0.20 -1.89
```

The total charge is +1.

Energy above the most stable structure, in kJ/mol: entry i 592.8; entry ii 0.0; entry iii 13.4; entry iv 90.6

Entry i
# C2H5O2S

2 unconnected molecules or ions with the total composition C2H5O2S (wB97M-V/def2-TZVPD, the Open Molecules 2025 dataset).

Geometry as XYZ:
```
10
C2H5O2S wB97M-V/def2-TZVPD
C -0.42 0.59 1.73
S 1.43 0.49 1.54
H -0.71 -0.25 1.00
H -0.72 0.42 2.79
H -0.75 1.58 1.47
O -0.01 -0.43 -0.86
C -0.68 -0.73 -1.97
O -1.87 -0.47 -2.39
H -0.15 -1.38 -2.79
H 1.12 -0.10 0.35
```

The total charge is -1.

Entry ii
# C2H5O2S

2 unconnected molecules or ions with the total composition C2H5O2S (wB97M-V/def2-TZVPD, the Open Molecules 2025 dataset).

Geometry as XYZ:
```
10
C2H5O2S wB97M-V/def2-TZVPD
C 0.90 0.37 -1.87
C 0.32 -0.63 -0.91
O -1.19 1.63 2.51
O -1.91 -0.52 3.53
S -1.05 0.15 2.52
H 0.48 1.36 -1.82
H 1.97 0.34 -1.99
H 0.68 -1.64 -1.14
H -0.77 -0.64 -0.98
H 0.57 -0.42 0.14
```

The total charge is -1.

Energy above the most stable structure, in kJ/mol: entry i 0.0; entry ii 193.2

Entry i
# C3H5NO2S

A single C3H5NO2S molecule (wB97M-V/def2-TZVPD, the Open Molecules 2025 dataset).

Geometry as XYZ:
```
12
C3H5NO2S wB97M-V/def2-TZVPD
C 0.33 1.57 0.65
N 0.25 0.12 0.94
C -0.10 -0.89 0.25
S 0.39 -2.51 0.60
C -0.44 -0.47 -1.19
O -0.33 0.57 -1.73
O -0.79 -1.56 -1.87
H 0.75 1.38 -0.50
H 0.98 2.13 1.39
H -0.59 1.95 0.54
H 0.40 -0.11 2.02
H -0.87 -2.18 -1.10
```

Entry ii
# C3H5NO2S

A single C3H5NO2S molecule (wB97M-V/def2-TZVPD, the Open Molecules 2025 dataset).

Geometry as XYZ:
```
12
C3H5NO2S wB97M-V/def2-TZVPD
S 0.51 -2.65 1.07
C 0.06 -1.29 0.36
C 0.33 0.10 1.08
O 1.06 0.96 0.23
C -0.08 1.24 -0.72
O -0.93 0.19 -0.86
N -0.25 -1.02 -1.03
H -0.47 0.70 1.46
H 1.03 -0.13 1.89
H -0.67 2.24 -0.21
H 0.42 1.34 -1.77
H -1.00 -1.68 -1.49
```

Entry iii
# C3H5NO2S

A single C3H5NO2S molecule (wB97M-V/def2-TZVPD, the Open Molecules 2025 dataset).

Geometry as XYZ:
```
12
C3H5NO2S wB97M-V/def2-TZVPD
C 0.35 -0.22 -0.07
C 0.16 1.11 -0.47
C 1.75 -0.67 0.34
N -0.58 -1.18 -0.10
O -3.87 0.39 0.64
O -1.85 -0.89 -0.10
S -2.55 0.51 -0.05
H 0.85 1.86 -0.38
H -0.68 1.34 -1.06
H 2.22 0.35 0.55
H 2.36 -1.14 -0.46
H 1.83 -1.46 1.16
```

Entry iv
# C3H5NO2S

A molecular structure, C3H5NO2S (wB97M-V/def2-TZVPD, the Open Molecules 2025 dataset).

Geometry as XYZ:
```
12
C3H5NO2S wB97M-V/def2-TZVPD
C -0.80 2.63 -0.96
C -0.64 1.27 -0.38
C 0.87 -1.98 0.75
H -1.32 3.31 0.19
H -1.79 2.47 -1.65
H 0.41 2.93 -1.38
H -0.69 -1.18 -0.14
H 1.92 -1.82 1.36
N 0.40 -1.05 -0.10
O -1.64 0.54 -0.44
O 0.22 -3.04 0.88
S 0.84 0.63 0.15
```

Energy above the most stable structure, in kJ/mol: entry i 0.0; entry ii 252.5; entry iii 339.1; entry iv 170.0

Entry i
# C3H5NO2S

2 unconnected molecules or ions with the total composition C3H5NO2S (wB97M-V/def2-TZVPD, the Open Molecules 2025 dataset).

Geometry as XYZ:
```
12
C3H5NO2S wB97M-V/def2-TZVPD
C -0.14 -0.59 0.98
C -0.50 1.59 -0.64
C -0.10 -1.56 -0.13
N 0.57 2.31 -0.93
O -1.55 1.47 -1.14
O 0.03 -2.23 2.92
S -0.13 -0.78 2.54
H -0.54 -2.46 0.25
H 0.94 -1.61 -0.41
H -0.71 -1.18 -1.03
H 1.54 2.35 -0.57
H 0.60 2.68 -1.85
```

Entry ii
# C3H5NO2S

A single C3H5NO2S molecule (wB97M-V/def2-TZVPD, the Open Molecules 2025 dataset).

Geometry as XYZ:
```
12
C3H5NO2S wB97M-V/def2-TZVPD
C 1.51 0.58 0.51
C 0.75 -0.34 -0.45
C 0.77 0.99 -0.71
N -1.27 -1.65 0.45
O -2.07 0.12 -1.19
O -1.41 0.75 1.14
S -1.38 -0.18 0.06
H 1.27 0.90 1.56
H 2.57 0.55 0.58
H 0.76 -1.41 -0.60
H 0.24 1.78 -1.07
H -1.74 -2.09 -0.28
```

Entry iii
# C3H5NO2S

A single C3H5NO2S molecule (wB97M-V/def2-TZVPD, the Open Molecules 2025 dataset).

Geometry as XYZ:
```
12
C3H5NO2S wB97M-V/def2-TZVPD
N 1.54 -0.28 -0.10
C 0.21 0.11 0.07
C -0.87 -0.50 0.52
C -2.44 0.48 0.69
S -3.70 -0.07 -0.29
O -4.80 0.90 -0.23
O -4.01 -1.48 -0.26
H 1.95 -1.14 0.37
H 2.16 0.53 -0.21
H 0.19 1.17 0.02
H -1.08 -1.54 0.80
H -2.61 1.50 0.59
```

Entry iv
# C3H5NO2S

A molecular structure, C3H5NO2S (wB97M-V/def2-TZVPD, the Open Molecules 2025 dataset).

Geometry as XYZ:
```
12
C3H5NO2S wB97M-V/def2-TZVPD
C 2.05 0.81 -0.18
C 1.38 -0.60 0.18
C 0.57 1.11 -0.43
N 0.02 -0.03 -0.15
O -4.56 -0.46 -0.70
O -3.77 -1.83 1.21
S -4.26 -0.63 0.69
H 2.50 1.29 0.67
H 2.81 0.84 -0.96
H 1.56 -1.46 -0.50
H 1.61 -0.88 1.19
H 0.10 1.86 -1.04
```

Energy above the most stable structure, in kJ/mol: entry i 228.2; entry ii 331.8; entry iii 246.2; entry iv 0.0